Entry 1:
A molecular structure, C31H20CaCl2N5O5 in a non-equilibrium geometry, computed with ωB97M-V with the def2-TZVPD basis set.

Structure (XYZ):
```
64
Properties=species:S:1:pos:R:3:forces:R:3:lowdin_charge:R:1
Ca 0.327305 -0.133513 0.182878 0.517 0.231 -0.154 1.394
C 3.830065 2.144906 1.952210 -0.045 0.034 -0.129 -0.020
C 4.007122 3.188179 1.059092 -0.168 -0.247 -0.029 -0.031
C 3.297350 3.164672 -0.130482 -0.192 -0.167 -0.024 0.004
C 2.411896 2.113777 -0.380242 0.683 0.493 0.231 -0.239
N 2.233065 1.123575 0.499633 0.725 0.634 -0.188 0.007
C 2.932813 1.134969 1.619665 0.491 0.122 0.558 -0.098
C 1.645251 2.018821 -1.637427 0.073 0.472 -0.846 -0.204
C 1.913142 2.839265 -2.737825 -0.086 -0.142 0.146 0.025
C 1.201929 2.641960 -3.908106 -0.051 -0.134 0.204 -0.017
C 0.278406 1.615105 -3.972928 0.051 -0.119 0.297 0.023
C 0.074131 0.831227 -2.834820 0.197 0.521 -0.689 -0.189
N 0.718301 1.068677 -1.697462 0.161 0.721 -0.908 0.034
C -0.816360 -0.343798 -2.841551 -0.406 -0.468 -0.566 -0.201
C -1.326579 -0.891883 -4.020495 0.019 0.122 0.174 0.011
C -2.102480 -2.036745 -3.952980 0.035 0.079 0.226 -0.035
C -2.371520 -2.588347 -2.710158 0.119 0.128 -0.065 -0.025
C -1.838794 -1.966291 -1.588003 -0.465 -0.503 -0.118 -0.108
N -1.067388 -0.894878 -1.654311 0.080 0.204 -0.313 0.046
H 4.373379 2.117821 2.883728 -0.007 -0.089 0.074 0.113
H 4.684680 4.002444 1.271237 0.037 0.013 0.036 0.118
H 3.430743 3.966101 -0.838317 -0.042 0.035 -0.081 0.108
H 2.776367 0.297195 2.285082 -0.084 0.008 0.078 0.109
H 2.669611 3.605716 -2.704607 0.058 0.022 0.070 0.110
H 1.380141 3.266682 -4.768549 0.044 0.074 -0.087 0.120
H -0.252145 1.430001 -4.891895 -0.093 -0.032 -0.019 0.111
H -1.125001 -0.447706 -4.980916 0.088 0.051 -0.055 0.109
H -2.496338 -2.480593 -4.854881 -0.026 -0.036 -0.063 0.117
H -2.977508 -3.476210 -2.617996 -0.065 -0.028 0.096 0.112
H -2.058308 -2.328385 -0.592303 0.046 -0.032 0.103 0.110
O -0.757904 -2.314885 3.397815 -0.015 -0.232 -0.119 0.115
C -0.003682 -1.841348 2.413602 0.542 0.074 1.251 -0.530
O 0.697010 -0.844690 2.526150 0.173 -0.067 0.126 0.023
C 0.230735 -2.825266 1.320659 -0.047 -1.019 -0.067 -0.164
C -0.119528 -4.177566 1.380041 0.073 0.326 -0.021 0.060
C 0.287597 -4.995839 0.340601 0.053 0.104 -0.032 -0.005
C 0.975753 -4.447551 -0.736613 0.024 0.324 0.091 0.027
C 1.210452 -3.075502 -0.733707 -0.064 -0.659 0.153 -0.173
N 0.871911 -2.306495 0.289606 0.315 -1.518 0.155 0.064
C 1.845226 -2.294293 -1.841084 0.172 0.031 -0.184 -0.452
O 1.924798 -2.865847 -3.042992 0.206 -0.104 -0.253 0.159
O 2.230305 -1.169051 -1.668713 -0.093 -0.192 -0.079 0.122
H -0.852978 -1.657105 4.104461 0.160 0.073 -0.145 0.152
H -0.673747 -4.568298 2.219469 0.005 0.051 0.070 0.132
H 0.080134 -6.056223 0.366228 -0.015 -0.025 0.010 0.124
H 1.338615 -5.092386 -1.524032 -0.046 -0.025 -0.094 0.120
H 1.650740 -3.793305 -3.056332 -0.091 0.180 0.123 0.112
Cl -3.674857 -2.119044 2.620599 -0.247 -0.111 -0.061 0.739
C -3.130566 -0.482255 2.724724 0.569 0.033 -0.445 -0.572
C -3.772362 0.384787 3.606686 0.023 0.656 0.115 -0.116
C -3.386594 1.701760 3.685843 -0.120 -0.552 -0.038 -0.611
Cl -4.180985 2.757293 4.798255 -0.114 0.078 0.112 0.719
C -2.349770 2.195560 2.865571 0.105 -0.217 -0.202 -0.160
C -1.933795 3.540395 2.862270 0.257 -0.003 -0.173 -0.007
C -0.932287 3.929005 2.012639 -0.163 -0.076 0.187 -0.024
C -0.337582 2.966543 1.184493 -0.097 0.183 -0.013 -0.109
N -0.693382 1.704420 1.165505 -0.033 0.858 0.115 0.024
C -1.685123 1.296242 1.980135 -0.817 0.111 0.749 -0.134
C -2.062967 -0.086908 1.908736 -0.921 0.083 0.756 -0.384
O -1.422010 -0.907787 1.149308 -1.438 -0.554 -0.091 -0.279
H -4.578205 0.013294 4.219051 -0.084 -0.002 0.077 0.109
H -2.408274 4.240816 3.533415 -0.019 0.062 -0.021 0.094
H -0.596781 4.952813 1.981931 0.060 0.089 -0.031 0.110
H 0.456827 3.255974 0.508408 -0.010 0.070 0.023 0.099
```
Positions in Å, forces in eV/Å.

Calculated values
**Gap between HOMO and LUMO**: 6.7 eV
**Energy relative to the best compared isomer or geometry (same formula, charge and spin)**: 1.1643 eV
**Total charge**: +1
**Lowest unoccupied orbital energy**: -3.005 eV
**Electronic energy**: -3441.35822 Eh
**HOMO**: -9.73 eV

***

Entry 2:
A molecular structure, C2H4N2 in a non-equilibrium geometry, computed with ωB97M-V with the def2-TZVPD basis set.

Structure (XYZ):
```
8
Properties=species:S:1:pos:R:3:forces:R:3:lowdin_charge:R:1
C 1.516745 0.171767 0.045617 -3.004 1.372 3.962 -0.319
C -1.077245 -0.092850 -0.336345 -1.182 -1.923 -5.784 -0.073
N 2.533545 0.103058 -0.506317 1.320 -0.316 -1.469 0.197
N 0.414465 0.404125 0.778089 5.006 0.861 -3.301 0.135
H -1.835370 -0.056746 0.327101 -2.419 0.594 2.079 -0.052
H -0.979905 0.679893 -1.120793 -0.303 -0.373 0.752 0.022
H -0.990330 -1.128701 -0.788817 0.294 1.112 0.642 0.033
H 0.418096 -0.080543 1.601467 0.288 -1.327 3.118 0.057
```
Positions in Å, forces in eV/Å.

Calculated values
**Gap between HOMO and LUMO (spin up / spin down)**: 6.7 / 8.2 eV
**Energy relative to the best compared isomer or geometry (same formula, charge and spin)**: 2.4196 eV
**2S+1**: 3
**Lowest unoccupied orbital energy (spin up / spin down)**: 0.726 / -3.534 eV
**Expectation value of S²**: 2.028
**Electronic energy**: -187.87802 Eh
**HOMO (spin up / spin down)**: -5.93 / -11.72 eV

***

Entry 3:
A gas-phase ion, C4H12NS2 (charge +1) in a non-equilibrium geometry, computed with ωB97M-V with the def2-TZVPD basis set.

Structure (XYZ):
```
19
Properties=species:S:1:pos:R:3:forces:R:3:lowdin_charge:R:1
N -1.547789 -1.441940 -1.003072 -2.186 1.569 -2.802 0.091
C -0.393226 -1.854690 -1.855756 -0.412 1.705 0.777 -0.198
C 0.810201 -1.475289 -1.033016 2.930 -2.266 -1.081 -0.620
S 1.542998 0.171699 -1.124903 -2.405 0.228 0.882 0.606
S -0.201385 1.022289 -0.114121 2.576 0.720 1.321 0.531
C 0.515065 1.305925 1.737979 -0.076 -1.063 -0.474 -0.439
C 0.681654 2.820687 1.926051 -1.563 2.577 0.003 -0.202
H -1.667206 -0.419619 -0.860320 0.851 -0.223 -0.071 0.042
H -1.495049 -1.788619 -0.084164 -0.649 -1.262 1.347 0.133
H -2.323000 -1.662050 -1.650781 -0.518 -0.653 1.549 0.182
H -0.546155 -2.925457 -1.864473 0.453 -0.251 -0.899 0.139
H -0.632713 -1.258756 -2.753846 0.987 -0.913 -0.229 0.150
H 0.479648 -1.729693 -0.027054 0.819 0.126 0.396 0.066
H 1.682097 -2.209309 -1.312089 -1.521 1.277 0.556 0.127
H 1.442762 0.637467 1.882464 -1.168 1.410 -0.723 0.096
H -0.243680 0.787486 2.346541 0.087 0.634 -0.096 0.053
H 0.747636 3.281508 0.914220 1.242 -0.340 0.670 0.045
H -0.246270 3.487952 2.181801 0.783 -2.129 0.100 0.105
H 1.394411 3.250409 2.694538 -0.229 -1.144 -1.228 0.094
```
Positions in Å, forces in eV/Å.

Calculated values
**Gap between HOMO and LUMO**: 9.5 eV
**Energy relative to the best compared isomer or geometry (same formula, charge and spin)**: 2.0858 eV
**Total charge**: +1
**Lowest unoccupied orbital energy**: -3.537 eV
**Electronic energy**: -1010.41883 Eh
**HOMO**: -13.01 eV

***

Look up the energy relative to the best compared isomer or geometry (same formula, charge and spin) of the third one.
2.0858 eV

***

Look up the electronic energy of the first one.
-3441.35822 Eh

***

What is the formula in the third record?
C4H12NS2